{
  "formula": "C5H14N2",
  "method": "ωB97M-V/def2-TZVPD",
  "elements": ["C", "N", "C", "C", "C", "C", "N", "H", "H", "H", "H", "H", "H", "H", "H", "H", "H", "H", "H", "H", "H"],
  "coordinates": [[-1.893287, -1.168036, 1.181083], [-1.369430, -0.945042, -0.226734], [2.285426, 0.173996, 0.959778], [0.817710, -0.431968, 0.778928], [-0.180867, 0.177816, -0.188949], [0.312030, 0.384898, -1.678323], [-0.339862, 1.644344, -2.353720], [-2.183824, -0.099777, 1.664691], [-2.843858, -1.765761, 1.217784], [-1.167633, -1.754426, 1.812834], [-2.006632, -0.746030, -1.023295], [2.895609, 0.150163, 0.059748], [2.332384, 1.198443, 1.270810], [2.761670, -0.471251, 1.672814], [0.358639, -0.084135, 1.711224], [0.794549, -1.578106, 0.764288], [-0.539416, 1.148876, 0.187403], [0.109587, -0.481738, -2.255782], [1.340750, 0.770338, -1.483081], [-0.108140, 2.430572, -1.851287], [-1.375404, 1.446825, -2.220213]],
  "forces_ev_per_a": [[-1.3, 1.7, -0.4], [1.9, 1.6, 1.0], [-1.2, -1.2, -1.5], [0.9, 0.5, 1.3], [-1.7, -2.6, -2.1], [-0.3, 4.1, 2.3], [-2.0, -5.1, -0.6], [0.8, -2.4, -0.6], [0.8, 0.5, -0.5], [-0.6, 1.0, -0.8], [0.1, 0.0, 1.5], [0.0, -0.3, -0.3], [-0.4, 0.5, 0.5], [0.4, -0.1, 0.5], [0.1, -0.9, 0.4], [0.3, 1.8, -0.2], [-0.1, -0.3, 0.0], [0.5, -0.7, -0.7], [-0.3, -1.2, -1.0], [0.5, 2.1, 1.6], [1.6, 0.9, -0.4]],
  "nbo_charge": [-0.43, -0.68, -0.61, -0.43, -0.04, -0.24, -0.82, 0.16, 0.21, 0.20, 0.37, 0.20, 0.21, 0.22, 0.21, 0.22, 0.17, 0.21, 0.20, 0.34, 0.34],
  "homo_lumo_gap_ev": 9.92,
  "e_above_lowest_kj_mol": 242.2,
  "homo_energy_ev": -8.9,
  "charge": 0,
  "smiles": "CC[C@@H](CN)NC"
}